{"formula": "C21H20N4O2S", "method": "wB97M-V/def2-TZVPD", "species": ["N", "O", "O", "C", "N", "C", "C", "C", "C", "C", "C", "C", "C", "C", "C", "C", "C", "C", "C", "C", "N", "N", "C", "C", "C", "C", "C", "S", "H", "H", "H", "H", "H", "H", "H", "H", "H", "H", "H", "H", "H", "H", "H", "H", "H", "H", "H", "H"], "positions_angstrom": [[0.613546, 5.114590, -4.840556], [-6.383490, 0.062559, 3.179906], [-5.518098, 2.329178, 2.929193], [1.614470, 4.513202, -4.953393], [-0.558129, -2.787654, -0.131288], [0.437134, -2.838838, -0.993510], [-0.192601, -0.703474, -0.926926], [2.440471, -2.586178, -2.946362], [-0.941598, -1.473452, -0.054375], [0.777839, -1.541895, -1.537731], [1.755159, -1.373022, -2.469382], [2.113206, -3.846021, -2.423340], [-2.530531, 0.385180, 0.448186], [-2.079909, -0.934528, 0.705537], [2.258436, 1.088757, -2.240883], [2.178944, 0.072688, -4.474996], [2.542302, 2.312973, -2.840228], [2.495597, 1.308858, -5.042989], [2.056636, -0.048688, -3.055527], [2.642727, 2.450436, -4.248863], [1.112313, -3.961311, -1.434043], [-3.878065, 0.249458, 2.508851], [2.892789, 3.790230, -4.913578], [-3.588248, 1.037172, 1.264489], [-2.791633, -1.782223, 1.705210], [-4.051451, -1.200075, 2.324719], [-4.715722, 0.806824, 5.130812], [-5.238208, 0.954223, 3.368325], [-0.216954, 0.350855, -1.094633], [3.201953, -2.577346, -3.710197], [2.620067, -4.689025, -2.858956], [-2.076496, 1.032311, -0.343551], [2.195189, 1.045884, -1.161174], [2.070598, -0.767921, -5.148572], [2.715780, 3.144388, -2.172068], [2.638690, 1.373595, -6.116549], [0.885264, -4.890359, -1.021132], [3.257287, 3.675059, -5.908917], [3.609011, 4.354519, -4.313682], [-3.317139, 2.038495, 1.551381], [-4.474718, 1.103136, 0.651446], [-2.104747, -1.991706, 2.543167], [-3.017676, -2.742950, 1.189954], [-4.270974, -1.631205, 3.304090], [-4.889641, -1.426777, 1.653236], [-5.592248, 0.849610, 5.761855], [-4.121336, 1.669853, 5.335479], [-4.168161, -0.122333, 5.288283]], "forces_ev_per_a": [[2.47, -1.59, -0.49], [1.27, 0.40, 0.60], [1.64, -1.63, 1.10], [-2.29, 1.93, 0.62], [0.09, -1.41, 0.41], [0.21, -0.69, -0.01], [0.69, 0.50, 0.15], [-1.44, -0.31, 1.49], [0.34, 0.99, -1.45], [-0.95, -0.12, 0.58], [1.17, -1.47, -1.17], [-1.12, 2.34, 0.51], [1.86, -2.85, 0.38], [-1.25, 3.64, -0.87], [-0.12, -0.18, -1.23], [0.38, 0.72, 1.20], [0.06, -0.20, -0.79], [-0.16, -0.06, 0.59], [0.29, 0.22, -0.96], [0.11, -0.90, 0.69], [0.90, -0.44, -0.67], [-0.95, 1.72, 0.60], [-0.63, -0.16, 1.10], [-0.28, -1.23, 0.52], [0.66, -0.88, 0.61], [-0.27, 0.39, -0.87], [-0.26, 0.17, -1.18], [-1.65, -0.69, -1.26], [-0.22, 0.35, 0.08], [0.04, 0.30, -0.01], [-0.28, -0.55, 0.53], [-0.43, -0.85, 0.79], [0.00, -0.25, -0.06], [-0.11, -0.18, 0.30], [-0.05, 0.31, -0.18], [-0.13, 0.07, 0.04], [0.21, 1.24, -0.55], [0.40, -0.12, -0.69], [-0.05, 0.19, -0.19], [0.18, 0.35, 0.13], [-0.60, 0.21, -0.26], [0.04, -0.23, -0.42], [0.09, 0.42, 0.59], [0.09, -0.14, -0.22], [-0.13, 0.21, 0.23], [-0.39, -0.10, -0.17], [0.65, 0.44, 0.13], [-0.06, 0.12, -0.24]], "e_above_lowest_kj_mol": 430.6, "homo_lumo_gap_ev": 7.042, "smiles": "CS(=O)(=O)N1CC=C(c2cc3c(-c4ccc(CC#N)cc4)cc[nH]c-3n2)CC1", "e_tot_ha": -1579.85967, "lumo_ha": -0.0184}